9 unconnected molecules or ions with the total composition C8H36N17O8, computed with ωB97M-V with the def2-TZVPD basis set.

Each line ends with the Mulliken charge.
CARTESIAN COORDINATES (ANGSTROEM)
N -0.2243 -0.3190 -0.1969  -0.46
H -0.6205 0.2193 0.5603  0.38
H -0.6841 -1.1036 -0.6364  0.37
H 0.7465 -0.4317 0.0578  0.35
H 0.0322 0.3351 -0.9225  0.36
C -2.9049 6.4140 3.3836  0.60
O -2.6929 7.6226 3.5233  -0.64
N -2.3022 5.4675 4.1773  -0.39
N -3.5502 5.8271 2.4286  -0.34
H -1.8196 5.8974 4.9534  0.20
H -2.3224 4.4583 4.1432  0.18
H -4.0408 6.3548 1.7208  0.22
H -3.2988 4.8539 2.3291  0.18
C 0.9821 0.4381 5.4472  0.65
O 0.3435 0.9527 4.5844  -0.64
N 1.7295 -0.5608 5.3349  -0.34
N 0.7170 0.7247 6.7462  -0.38
H 1.7335 -1.0294 4.4402  0.20
H 2.2864 -1.0206 6.0410  0.18
H 1.1839 0.2023 7.4736  0.14
H 0.0427 1.3605 7.1477  0.19
C 5.5281 0.3099 0.8214  0.56
O 4.6563 -0.3185 0.2981  -0.64
N 6.2307 0.0669 1.9475  -0.46
N 5.9823 1.3945 0.3747  -0.43
H 6.6850 0.7865 2.4916  0.23
H 5.8643 -0.7149 2.4716  0.23
H 5.5865 1.5554 -0.5404  0.26
H 6.9719 1.5170 0.5354  0.25
C -3.5965 -4.6784 -3.9077  0.66
O -3.2417 -3.7256 -3.1978  -0.66
N -3.7291 -4.5898 -5.2202  -0.56
N -3.8240 -5.9400 -3.5939  -0.40
H -3.6361 -3.6366 -5.5410  0.25
H -4.6346 -5.0369 -5.2046  0.25
H -3.8665 -6.2250 -2.6259  0.21
H -3.7617 -6.6211 -4.3370  0.25
C 0.8735 5.3910 -1.4437  0.60
O 0.7310 4.2905 -2.0313  -0.69
N 0.4562 6.5160 -1.9126  -0.43
N 1.5388 5.5476 -0.3201  -0.37
H -0.2100 6.3817 -2.6598  0.26
H 0.2138 7.1882 -1.1988  0.23
H 1.4773 6.3620 0.2741  0.19
H 1.9904 4.7161 0.0331  0.21
C 2.6421 -0.2971 -6.3943  0.63
O 3.5018 -0.1492 -5.5440  -0.67
N 1.4550 0.1353 -6.2935  -0.39
N 2.8695 -0.8671 -7.5659  -0.39
H 1.4191 0.7870 -5.5227  0.22
H 0.6608 -0.2070 -6.8151  0.21
H 2.0477 -0.8628 -8.1530  0.16
H 3.6588 -1.4789 -7.7164  0.23
C 2.1833 -5.9744 0.5488  0.60
O 1.7027 -5.2628 1.5053  -0.68
N 2.9200 -5.5262 -0.3947  -0.36
N 2.0283 -7.2943 0.3484  -0.42
H 3.4315 -6.0687 -1.0759  0.20
H 3.3206 -4.6033 -0.3058  0.23
H 2.1016 -7.7067 -0.5707  0.20
H 1.4395 -7.8558 0.9468  0.23
C -5.6340 -0.1849 1.6425  0.62
O -4.8691 0.7216 1.1981  -0.73
N -5.5618 -1.3427 1.2281  -0.30
N -6.3737 0.0437 2.7395  -0.40
H -4.9385 -1.4183 0.4370  0.22
H -6.1062 -2.1601 1.4642  0.18
H -6.4866 1.0189 2.9770  0.23
H -7.0351 -0.6460 3.0664  0.19

As for the total energy: -1859.08004 Ha. Its total charge is +1. The value obtained for the orbital gap is 8.04 eV.

***

15 unconnected molecules or ions with the total composition C5H39NO15, computed with ωB97M-V with the def2-TZVPD basis set.

Each line ends with the Mulliken charge.
CARTESIAN COORDINATES (ANGSTROEM)
C -2.7359 0.9282 0.7780  -1.13
O -4.0943 0.6071 0.2804  -0.63
C -1.7260 0.0187 0.0463  1.27
C -0.6832 0.8801 -0.6185  -0.33
C 0.0456 1.7816 0.4122  -0.35
C 1.5964 0.0331 0.8790  -0.09
N 0.8499 0.9903 1.2939  -0.26
H -2.7665 1.9150 0.2776  0.44
H -2.7852 1.0000 1.8696  0.34
H -4.3366 -0.2408 0.6707  0.32
H -1.3088 -0.6415 0.8885  -0.15
H -2.2891 -0.6560 -0.6310  -0.44
H -0.0570 0.0237 -1.0021  -0.49
H -1.0601 1.4984 -1.4276  0.83
H 0.4715 2.5664 -0.2337  -0.01
H -0.7236 2.3587 0.9827  0.42
H 2.1329 -0.5925 1.5737  0.23
H 1.9021 0.0378 -0.1471  0.21
H -2.7188 -1.1399 3.1846  0.25
H -4.0537 -1.5707 2.8752  0.25
O -3.3315 -1.0958 2.4347  -0.53
H 1.1144 4.4981 0.9398  0.30
H 2.1927 4.4359 -0.1566  0.29
O 1.8534 3.9698 0.6142  -0.62
H 1.4666 1.3255 4.4372  0.32
H 0.7610 0.6611 3.3754  0.48
O 0.8355 0.5948 4.3492  -0.79
H 2.9815 -2.3017 2.7536  0.30
H 4.3382 -1.5476 2.7145  0.28
O 3.6746 -1.9629 2.1558  -0.63
H -3.8153 0.3102 -2.4053  0.33
H -4.4901 -0.7448 -1.6106  0.34
O -4.1253 -0.5995 -2.4925  -0.70
H 3.8625 1.5518 -0.5797  0.30
H 3.4831 2.4847 0.7401  0.29
O 3.8203 1.6662 0.3712  -0.63
H 1.3408 1.6368 -4.4841  0.31
H 1.3327 2.1234 -3.0142  0.33
O 1.6192 2.3512 -3.9030  -0.64
H -2.4299 -3.4980 -2.7482  0.29
H -2.6613 -2.1787 -2.1892  0.35
O -2.1848 -2.9959 -1.9493  -0.57
H 1.8855 -0.3069 -2.2668  0.24
H 3.3110 -0.2269 -1.6375  0.32
O 2.6334 0.2800 -2.0979  -0.66
H 1.3051 -1.1872 4.3184  0.37
H 0.3747 -2.3525 3.9478  0.26
O 1.3036 -2.1193 4.0164  -0.65
H -0.4281 -2.7734 -2.2884  0.36
H 0.5152 -2.6793 -3.5013  0.24
O 0.2711 -2.1776 -2.7149  -0.57
H -0.6546 -3.0240 0.4013  0.25
H -0.8099 -4.4243 -0.1440  0.26
O -0.3148 -3.6109 -0.2849  -0.58
H -0.3627 3.5668 -1.7361  0.28
H -1.4228 4.0119 -2.7607  0.30
O -1.3100 3.6130 -1.8914  -0.59
H 1.4344 -2.3550 -1.2231  0.31
H 2.8618 -2.6342 -0.8729  0.23
O 2.1094 -2.0829 -0.5692  -0.48

As for the total energy: -1397.14383 Ha. The value obtained for the orbital gap is 8.50 eV.

***

A molecular structure, C33H46Cl66GaO3, computed with ωB97M-V with the def2-TZVPD basis set.

Each line ends with the Mulliken charge.
CARTESIAN COORDINATES (ANGSTROEM)
C -1.2442 4.9996 -1.0955  -0.26
C -2.3532 4.2018 -1.9074  0.84
C -3.0279 5.2661 -2.9369  -1.54
C -1.9273 2.8348 -2.6007  1.00
C -2.4674 2.7755 -4.1320  -1.27
C -0.3884 2.4436 -2.6321  -0.32
O -0.1968 1.2504 -1.8219  -0.26
Ga -0.3342 1.6004 0.0344  0.05
C -2.2495 1.8684 0.7379  -0.82
C 0.4214 -0.0997 0.9923  -0.21
C -0.6483 -0.8650 1.8992  -0.41
C -1.8390 -1.5766 1.1087  -0.30
C -1.4259 -2.2570 -0.2557  0.00
O -1.3515 -3.5129 -0.3065  -0.25
O -1.1624 -1.5624 -1.4756  0.29
H -1.7434 5.4073 -0.1454  0.17
H -0.3500 4.4056 -0.7540  -0.42
H -0.9401 5.9201 -1.7031  0.01
H -3.1981 3.9621 -1.1674  0.23
H -3.1140 6.2438 -2.3404  0.45
H -2.3655 5.5009 -3.8241  0.20
H -4.0420 4.8397 -3.2010  0.38
H -2.4907 1.9870 -2.0752  -0.33
H -3.6019 2.8577 -4.1323  0.28
H -2.1675 1.7421 -4.5303  0.52
H -1.9518 3.5535 -4.7979  -0.07
H 0.3579 3.2667 -2.4065  0.00
H -0.1550 2.0945 -3.7056  0.18
H 0.6216 2.8463 0.4442  -0.39
H -2.5751 2.9594 0.8412  0.28
H -2.4016 1.3969 1.7699  0.33
H -2.9695 1.3025 0.0442  0.14
H 0.9513 -0.7755 0.2492  -0.18
H 1.2196 0.3016 1.7087  0.24
H -0.0692 -1.7050 2.4316  0.05
H -1.0526 -0.2068 2.7465  0.21
H -2.2099 -2.4245 1.7869  0.31
H -2.7561 -0.9037 0.9620  0.20
H -0.1787 -1.5284 -1.5314  -0.25
C -1.1580 1.8784 6.6439  0.16
Cl -2.4832 2.5376 5.6795  -0.14
Cl -1.4137 0.1562 6.9613  0.01
Cl 0.3933 2.1300 5.8287  0.08
H -1.1373 2.4004 7.5945  -0.05
C -0.4467 -5.1020 -3.1364  0.74
Cl 1.0897 -4.2346 -3.2444  -0.10
Cl -1.4216 -4.8320 -4.5907  -0.18
Cl -0.1682 -6.8332 -2.8900  -0.13
H -0.9964 -4.7169 -2.2769  -0.42
C 3.7454 3.7908 5.6035  0.07
Cl 4.7513 3.1100 6.8955  -0.18
Cl 4.6527 5.0050 4.6910  -0.15
Cl 3.1732 2.5117 4.5245  -0.01
H 2.8833 4.2759 6.0572  0.29
C -1.0716 -6.3780 1.0123  1.20
Cl 0.6810 -6.1711 1.1292  -0.12
Cl -1.4655 -7.8965 0.1929  -0.17
Cl -1.8121 -6.3276 2.6188  -0.16
H -1.4750 -5.5562 0.4244  -0.76
C -2.7018 -5.5458 -7.7239  0.86
Cl -3.4589 -7.1446 -7.7247  -0.14
Cl -1.5999 -5.3780 -9.0987  -0.08
Cl -3.9309 -4.2751 -7.7536  -0.11
H -2.1240 -5.4415 -6.8088  -0.43
C 3.7662 -1.0652 -1.5791  0.08
Cl 2.0846 -0.8842 -2.0821  0.01
Cl 4.8226 -1.2195 -2.9914  -0.18
Cl 4.2836 0.2944 -0.5698  -0.09
H 3.8479 -1.9755 -0.9893  0.18
C -4.0162 -1.9255 8.8032  -0.16
Cl -4.6418 -2.9649 10.0927  -0.12
Cl -3.1277 -0.5572 9.4879  -0.12
Cl -2.9780 -2.8522 7.7068  -0.05
H -4.8589 -1.5400 8.2350  0.43
C -1.5066 2.6832 -8.0349  -0.07
Cl -3.2304 2.7163 -7.6358  -0.13
Cl -0.5409 3.2640 -6.6726  -0.08
Cl -1.0061 1.0496 -8.4936  -0.09
H -1.3391 3.3444 -8.8814  0.34
C 1.5862 7.5686 -1.1298  0.91
Cl 3.1696 8.3598 -1.1950  -0.16
Cl 0.6933 7.8465 -2.6327  -0.16
Cl 1.7669 5.8378 -0.8181  -0.03
H 1.0196 8.0050 -0.3105  -0.54
C -5.1511 -3.4092 -2.9154  -0.07
Cl -5.7209 -2.6224 -4.3954  -0.14
Cl -4.9948 -5.1545 -3.1615  -0.10
Cl -3.6126 -2.7169 -2.3927  0.04
H -5.8856 -3.2378 -2.1322  0.23
C 0.5461 -2.0593 -11.0977  0.21
Cl 2.2329 -1.6354 -10.7768  -0.11
Cl -0.4777 -1.6182 -9.7259  -0.03
Cl -0.0215 -1.2713 -12.5775  -0.15
H 0.4844 -3.1337 -11.2381  0.10
C 7.9183 0.3927 0.1878  0.25
Cl 7.2530 -0.5214 1.5478  -0.07
Cl 8.6895 1.8782 0.7582  -0.12
Cl 9.0665 -0.5991 -0.7228  -0.15
H 7.1004 0.6655 -0.4752  0.09
C 2.9707 -5.3123 -9.1727  -0.14
Cl 1.2965 -5.1687 -9.7242  -0.04
Cl 4.0719 -5.5047 -10.5467  -0.10
Cl 3.4305 -3.9108 -8.1989  -0.10
H 3.0455 -6.1999 -8.5495  0.38
C -4.8660 -6.2042 0.7487  0.15
Cl -6.1117 -5.1599 0.0463  -0.15
Cl -5.5630 -7.7520 1.2476  -0.15
Cl -3.5457 -6.4591 -0.3992  -0.01
H -4.4626 -5.7107 1.6298  0.16
C 7.6138 3.8263 5.0196  0.49
Cl 8.5083 3.3990 6.4859  -0.14
Cl 8.5112 5.0188 4.0690  -0.15
Cl 7.2787 2.3854 4.0527  0.03
H 6.6648 4.2682 5.3146  -0.25
C 1.4809 3.2059 10.1312  0.03
Cl 1.9877 4.0488 11.6034  -0.16
Cl 0.0789 4.0111 9.4132  -0.13
Cl 2.8148 3.1212 8.9726  -0.02
H 1.1946 2.1915 10.3992  0.28
C 5.7147 -3.5743 -13.9016  -0.01
Cl 7.4020 -3.1347 -13.6000  -0.13
Cl 4.7013 -3.1392 -12.5197  0.00
Cl 5.1244 -2.7959 -15.3770  -0.13
H 5.6617 -4.6515 -14.0390  0.27
C -1.6449 5.7079 12.2511  0.50
Cl -2.9136 4.6792 11.5726  -0.12
Cl -1.5414 7.2346 11.3645  -0.12
Cl -1.9376 6.0055 13.9707  -0.14
H -0.6941 5.1892 12.1507  -0.15
C 0.6866 -4.3362 5.5819  -0.16
Cl -0.2375 -5.8342 5.4201  -0.12
Cl 1.6721 -4.0690 4.1373  0.00
Cl -0.3927 -2.9675 5.8822  -0.06
H 1.3534 -4.4303 6.4353  0.34
C -7.3715 -4.5913 7.5078  0.02
Cl -5.7688 -3.8538 7.3807  -0.01
Cl -8.4201 -4.0340 6.1963  -0.13
Cl -7.2459 -6.3556 7.4967  -0.13
H -7.8145 -4.2861 8.4529  0.28
C -1.1482 10.6299 0.9660  0.02
Cl -2.8381 10.6411 1.4876  -0.13
Cl -0.4293 9.0337 1.2210  -0.12
Cl -1.0175 11.1056 -0.7322  -0.11
H -0.6000 11.3514 1.5667  0.30
C 6.1859 -4.0613 2.4268  -0.03
Cl 4.5419 -4.0697 3.0800  -0.03
Cl 6.8955 -5.6814 2.4829  -0.14
Cl 6.2084 -3.4445 0.7702  -0.08
H 6.7873 -3.4029 3.0497  0.25

As for the total energy: -33807.98799 Ha. Its total charge is -1. The value obtained for the orbital gap is 6.50 eV.

***

A single C8H9N molecule, computed with ωB97M-V with the def2-TZVPD basis set.

Each line ends with the Mulliken charge.
CARTESIAN COORDINATES (ANGSTROEM)
C -0.9832 1.1750 1.8698  -0.73
C -0.5873 0.0661 1.2975  -0.39
C 0.2490 0.0607 0.0722  1.55
C 1.6341 0.0528 0.3046  0.21
N 2.7657 0.1138 0.4830  -0.51
C -0.0346 -1.3864 -0.7982  -0.19
C -0.3014 -2.5638 -0.2412  -0.85
C -0.1632 1.1751 -0.8723  -0.60
C 0.7639 1.6062 -1.7055  -1.08
H -1.7170 1.0696 2.7786  0.23
H -0.6053 2.2181 1.6097  0.31
H -0.9249 -0.9804 1.6064  -0.06
H 0.0512 -1.1093 -1.8213  0.39
H -0.6643 -3.4973 -0.5729  0.32
H -0.5333 -2.7356 0.8366  0.20
H -1.1589 1.3848 -0.6021  0.53
H 0.5312 2.2597 -2.4414  0.36
H 1.6783 1.0908 -1.8037  0.31

As for the total energy: -364.83798 Ha. The value obtained for the orbital gap is 11.02 eV. Its SMILES is C=CC(C#N)(C=C)C=C.